Entry 1:
Molecular formula: C15H20N4O5
Method: DFT, ωB97M-V/def2-TZVPD

Values from the calculation:
**ΔE to the lowest compared entry with this formula, charge and spin**: 113.2 kcal per mole
**Lowest unoccupied orbital energy**: 0.020 Ha

Each line ends with the natural charge from an NBO analysis.
Cartesian coordinates (Å):
C -4.009452 0.438204 -1.143495  -0.177
O 3.544388 -3.229169 0.818951  -0.644
C 3.314869 -0.848985 0.576448  -0.153
O 0.889118 -2.138366 -0.518754  -0.695
C -1.340161 -1.311293 -0.470777  -0.162
N -1.520420 -2.241847 0.648159  -0.844
C 0.092675 -1.225714 -1.079150  0.787
H 0.129431 -2.756402 -0.036171  0.508
O 2.550139 -2.523216 -0.965809  -0.619
H 4.066134 -1.667579 2.285880  0.386
H -5.929570 0.368111 -1.984385  0.212
H -1.540507 0.667415 -1.179274  0.246
C 3.246174 3.303072 0.648904  0.178
H 2.331678 -0.479729 0.831955  0.208
H 3.066059 -0.092365 -1.443147  0.251
N 3.150090 2.001863 0.767853  -0.494
H -1.146678 0.663525 0.529847  0.219
H -7.706677 0.960659 -0.565720  0.482
C -3.837613 0.469185 1.270918  -0.178
C -1.778332 0.177443 -0.221566  -0.441
C 3.792605 -0.009282 -0.616703  -0.431
H 2.444306 -3.487141 -1.021615  0.494
N 4.211071 -0.807732 1.743839  -0.846
C 3.169069 -2.300881 0.158898  0.790
H -2.391236 -2.617139 0.687232  0.381
C -5.997329 0.599216 0.208920  0.310
C 4.531696 2.475305 -0.907890  -0.105
C -3.219938 0.392179 0.009332  -0.063
H -3.520100 0.232240 -2.091533  0.208
O -7.343063 0.707094 0.309586  -0.665
C -5.383022 0.424344 -1.069659  -0.293
H 2.681250 4.043984 1.213642  0.193
N 4.133533 3.672677 -0.319858  -0.526
H 4.021835 0.034170 2.258973  0.373
H -3.253568 0.573510 2.120742  0.204
H -1.293306 -1.830427 1.572971  0.377
H -5.672301 0.800169 2.322311  0.225
H 4.391887 4.566970 -0.591145  0.412
C 3.889216 1.476918 -0.277388  0.098
H -2.029712 -1.723027 -1.276321  0.219
H 4.793377 -0.387468 -0.962723  0.222
H 5.232295 2.460244 -1.754716  0.215
C -5.236469 0.573692 1.388619  -0.272
O 0.476562 -0.404446 -1.876184  -0.589

Forces on atoms 1 to 2 (eV/Å):
-0.024 -1.265 0.469
0.417 -0.960 1.486

Entry 2:
Molecular formula: C15H20N4OS2
Method: DFT, ωB97M-V/def2-TZVPD

Values from the calculation:
**ΔE to the lowest compared entry with this formula, charge and spin**: 9.2 kcal per mole
**Lowest unoccupied orbital energy**: 0.016 Ha

Each line ends with the natural charge from an NBO analysis.
Cartesian coordinates (Å):
C -2.793996 2.575223 -0.783399  -0.429
H 2.016785 2.641357 0.858337  0.257
H 3.206674 1.576275 0.085587  0.210
N 2.372186 -2.529795 -1.252953  -0.803
H -1.949725 -1.726264 2.784283  0.222
C 2.148675 1.725457 0.283506  -0.652
S -0.334147 -2.178106 -1.134643  0.312
H -2.358048 4.016643 0.750745  0.237
H -2.596559 2.053476 -2.893293  0.232
H 2.465464 -3.635194 2.481466  0.210
H 3.135314 -2.499311 3.645717  0.225
H 2.251963 -3.246952 -0.557202  0.398
H 0.212510 -2.587991 2.809372  0.204
H -1.274722 4.096006 -0.621849  0.234
C -0.282752 -0.724958 1.899820  -0.025
C 1.337869 -1.686512 -1.456136  0.258
N -0.726959 1.335604 0.752486  -0.674
C -1.803476 3.401969 0.036958  -0.492
C 1.586722 0.560547 1.029269  0.010
H -3.349780 1.895394 -0.131929  0.208
C 2.436325 -0.442258 1.480205  -0.224
S -2.385335 -0.020589 -1.746622  0.259
H 3.282003 -2.098081 -1.291358  0.408
H -2.185977 0.010348 2.560604  0.223
C -0.717650 2.684819 0.839337  0.690
N 1.437621 -0.503792 -1.953799  -0.337
C -0.739731 -0.570371 -1.737668  -0.147
H -2.272547 -1.088248 1.175816  0.216
H 3.498483 -0.333151 1.309574  0.204
C -1.758471 -0.888875 2.118650  -0.642
N 0.275239 0.120164 -2.109490  -0.302
O 0.077838 3.323225 1.495580  -0.620
C -2.149220 1.794123 -1.935629  -0.525
H -1.558687 0.901355 0.379730  0.414
H 1.630907 1.851754 -0.666468  0.230
H -3.529761 3.267053 -1.199441  0.225
C 0.215251 0.413914 1.254589  0.185
C 1.966638 -1.579147 2.116599  -0.019
H 3.847001 -2.614181 2.039259  0.211
H -1.072696 1.942613 -1.992467  0.267
C 0.598878 -1.706291 2.317717  -0.230
C 2.908898 -2.646743 2.589518  -0.629

Forces on atoms 1 to 2 (eV/Å):
0.065 0.118 0.047
0.069 -0.015 -0.059

Entry 3:
Molecular formula: C15H20NRuS2Si
Method: DFT, ωB97M-V/def2-TZVPD

Values from the calculation:
**Lowest unoccupied orbital energy**: -0.162 Ha
**Total charge**: +1

Each line ends with the natural charge from an NBO analysis.
Cartesian coordinates (Å):
S 1.488089 -0.864062 -2.256054  0.274
H 2.264004 2.287727 -2.460830  0.252
C -0.728987 -4.797483 -1.722294  -0.176
H 2.061994 0.357015 1.066864  0.226
Ru -0.023439 0.051240 -1.012264  0.087
H 0.620719 -0.534752 5.663779  0.247
C -1.157725 0.239493 3.084046  -0.229
C 1.363202 -3.616369 -1.891821  -0.197
H -0.938873 3.620990 -3.492953  0.256
C -1.426191 -3.626009 -1.867778  -0.209
H 1.901606 3.858703 -1.737576  0.261
C -0.870667 2.562314 -3.222534  -1.151
H 2.445900 -3.607601 -1.896215  0.233
H 0.597825 1.221639 5.638946  0.246
C 0.675794 -4.791807 -1.733148  -0.179
H 1.220127 -5.718391 -1.609320  0.235
C -1.149105 0.213950 1.706110  0.063
C 0.669162 -2.406260 -2.061124  -0.245
H -0.318081 2.044041 -4.007906  0.255
H -1.886439 2.162472 -3.194896  0.248
H -1.264687 -5.727986 -1.590824  0.235
H -2.509140 -3.622772 -1.850989  0.235
H -1.943647 2.891043 -0.095989  0.243
H -2.068625 0.163005 1.138382  0.227
H 2.181833 0.403982 3.527348  0.244
C -0.741441 -2.412115 -2.044634  -0.228
C -0.928932 3.269025 -0.247305  -1.153
C 1.761740 2.778183 -1.625104  -1.151
N -0.006913 0.261024 1.004782  -0.480
C 1.217031 0.350861 3.040424  -0.225
C 0.039952 0.307794 3.786633  0.087
H -0.389644 3.210401 0.700850  0.239
C 1.162106 0.323477 1.667396  0.052
Si -0.042063 2.348009 -1.588760  1.576
H -0.923868 0.324180 5.710982  0.234
H 2.265000 2.487632 -0.699044  0.235
H -1.017784 4.325871 -0.518265  0.262
H -2.104880 0.202824 3.604893  0.243
C 0.076570 0.331544 5.284930  -0.649
S -1.571523 -0.872831 -2.198746  0.279

Forces on atoms 1 to 2 (eV/Å):
0.044 0.077 0.111
0.032 0.006 0.025

Entry 4:
Molecular formula: C15H21BrClNO
Method: DFT, ωB97M-V/def2-TZVPD

Values from the calculation:
**ΔE to the lowest compared entry with this formula, charge and spin**: 3.2 kcal per mole
**Lowest unoccupied orbital energy**: 0.029 Ha

Each line ends with the natural charge from an NBO analysis.
Cartesian coordinates (Å):
H 0.680627 -1.714244 0.624461  0.204
Cl -5.377934 -2.112972 -0.924946  0.009
C 1.970396 -0.057894 0.154712  -0.402
C 7.509860 -0.185809 -0.673287  -0.404
H 3.049287 -0.172448 -1.705090  0.221
H -4.342210 0.533595 -1.137046  0.244
H 8.474309 -0.412389 -0.222963  0.209
C 6.502882 -1.315673 -0.491433  -0.215
H 3.997866 -1.648508 0.735897  0.154
C -2.575139 0.519257 0.065164  -0.142
H 4.664302 1.342039 -0.304561  0.199
C -3.698484 -0.048325 -0.497028  -0.235
C 6.815167 1.015059 -0.014633  -0.413
H 4.240467 -2.420423 -0.841828  0.200
C 1.273266 -0.970973 1.163081  -0.432
H 7.234550 1.220822 0.969807  0.206
H 5.079161 0.426913 1.165563  0.157
H 2.145706 -1.625129 -1.292071  0.202
N 5.230744 -0.639927 -0.659390  -0.435
C -3.144929 -2.119032 0.594418  -0.201
H -3.369382 -3.153359 0.800047  0.229
C 5.342134 0.591376 0.105013  -0.226
Br -2.147959 2.329802 -0.284616  0.077
H 6.923441 1.913028 -0.619871  0.211
H 6.609974 -2.105438 -1.237059  0.201
H 2.005536 -1.501856 1.773103  0.209
H 1.208088 0.527977 -0.363420  0.217
H 2.614850 0.641207 0.688361  0.197
C -2.021041 -1.533950 1.153039  -0.305
C -1.712671 -0.200149 0.901868  0.352
H 0.931129 0.636859 2.567479  0.199
H 7.655558 -0.000062 -1.736515  0.206
C 2.779930 -0.835960 -0.882678  -0.407
C -3.978810 -1.379945 -0.226447  -0.064
C 4.079041 -1.457178 -0.350634  -0.210
H 6.603303 -1.765976 0.513476  0.153
C 0.364213 -0.171281 2.097772  -0.060
H -1.390311 -2.129767 1.792767  0.225
O -0.670947 0.495185 1.403209  -0.503
H -0.050119 -0.809649 2.887779  0.174

Forces on atoms 1 to 2 (eV/Å):
0.025 -0.083 0.030
-0.193 -0.105 -0.095